ORCA calculation (ωB97M-V/def2-TZVPD) on a 2-piece molecular cluster, CH3O3 overall at a distorted geometry.

Values from the calculation:
frontier orbital gap	8.86	eV
HOMO	-4.445	eV
molar mass	63.03	g/mol
relative energy (zero: lowest compared OMol25 entry of this formula, charge and spin)	4.6	kcal per mole
total charge	-1

Last column: Mulliken charge in e.
Atoms and positions in Å:
O  1.8380  0.6138  0.8389  -0.714
H  0.9872  0.5375  0.3505  0.448
H  2.0082  -0.2919  1.1837  0.262
C  -1.2094  -0.2135  -0.5952  0.103
O  -2.4342  -0.4282  -0.4965  -0.643
H  -0.6587  -0.8765  -1.3058  0.231
O  -0.5311  0.6588  0.0244  -0.686